Entry 1:
Density functional theory data (ωB97M-V/def2-TZVPD) for a 5-piece molecular cluster, C29H33F33N2O5PS2 overall in a non-equilibrium geometry.

gap between HOMO and LUMO	7.2104	eV
charge	+1
energy	-164453.3920	eV
M	1211.63	g/mol
multiplicity	1
LUMO energy	-0.161	Eh

Atoms and positions in Å:
S -4.82 2.99 1.91
S -1.98 0.11 5.46
P -3.02 2.26 0.92
F 5.11 0.41 3.82
F -3.00 -7.92 -1.99
F -1.47 -4.27 0.59
F 9.09 3.80 -2.16
F -5.43 1.69 2.51
F 11.91 0.27 -1.23
F -3.19 -10.06 -1.56
F -5.60 4.18 -2.71
F 7.56 0.09 2.72
F -1.82 -5.44 -1.22
F -2.88 -8.66 0.76
F -4.21 -6.37 -0.03
F -1.17 -9.89 0.26
F -10.11 3.44 -6.02
F 6.13 -1.27 1.79
F 1.51 -1.20 1.18
F 2.68 -3.46 2.23
F -8.04 3.34 -6.68
F 8.61 1.76 -2.75
F 5.82 2.12 2.67
F 12.88 -0.27 -3.08
F 7.86 2.41 -0.24
F -9.36 0.97 -6.74
F -7.79 0.93 -5.22
F 9.53 -0.91 -2.28
F 11.26 -2.23 -2.11
F -6.65 2.34 -3.14
F -4.01 -4.20 -0.21
F 9.44 0.92 -0.18
F -4.10 2.37 -4.07
F -5.50 2.42 -5.74
F 4.08 -2.22 3.36
F 3.61 -1.41 0.68
O -7.12 4.23 -4.29
O -1.91 -1.17 3.13
O 11.23 1.17 -3.19
O -0.98 -7.72 -0.03
O 2.94 0.10 2.22
N -0.33 -1.82 4.50
N -0.23 -2.54 3.31
C 2.86 -2.24 2.79
C 2.77 -1.16 1.70
C 10.76 -1.16 -2.76
C 11.69 0.04 -2.54
C -8.48 3.80 -4.41
C -1.31 -1.05 4.34
C -8.98 1.49 -5.55
C -3.35 3.38 4.33
C 4.01 0.95 1.80
C -0.88 3.93 1.60
C -4.30 3.99 3.30
C 6.47 0.03 1.93
C -2.34 -9.01 -1.54
C 5.34 0.85 2.57
C -6.15 3.45 -3.71
C -3.52 -5.31 0.42
C -8.87 3.01 -5.67
C 9.44 2.49 -1.98
C -5.03 3.13 -4.70
C -1.98 3.74 0.53
C -1.25 -6.58 0.77
C 9.18 2.20 -0.50
C -3.24 0.84 4.37
C -3.84 2.10 5.03
C -1.14 -2.16 2.54
C -1.85 -8.79 -0.10
C 10.89 2.35 -2.49
C -2.03 -5.43 0.11
C -3.64 1.58 -0.67
H 10.99 3.13 -3.24
H 11.62 2.59 -1.71
H -3.78 4.82 2.82
H 6.74 0.44 0.95
H -8.83 3.32 -3.50
H 0.07 4.05 1.11
H -0.26 -6.17 0.97
H -4.00 0.58 -0.46
H 10.69 -1.38 -3.83
H -1.08 4.81 2.20
H -3.26 4.14 5.12
H -3.47 2.14 6.05
H -4.92 2.05 5.09
H -9.72 1.21 -4.79
H -9.03 4.73 -4.48
H -4.57 4.04 -5.07
H -4.49 2.17 -1.02
H -0.82 3.06 2.25
H -3.69 -5.19 1.49
H -1.66 -6.85 1.74
H 9.76 2.86 0.14
H -2.35 3.26 3.95
H -3.98 0.11 4.08
H -1.36 -2.52 1.56
H -2.84 1.60 -1.39
H -2.71 1.13 3.47
H 3.65 1.95 2.02
H -1.50 3.48 -0.41
H 4.16 0.91 0.72
H -5.18 4.42 3.76
H 2.11 -2.08 3.56
H -1.49 -9.21 -2.20
H -2.56 4.65 0.36



Entry 2:
Density functional theory data (ωB97M-V/def2-TZVPD) for C6H6O as an isolated structure in a non-equilibrium geometry.

gap between HOMO and LUMO (spin up / spin down)	7.3305 / 7.5054	eV
energy	-8358.1586	eV
M	94.11	g/mol
multiplicity	1
LUMO energy (spin up / spin down)	-0.014 / -0.011	Eh
ΔE to the lowest compared entry with this formula, charge and spin	805.4	kJ/mol

Atoms and positions in Å:
O 2.52 -0.06 2.02
C 0.55 -1.44 1.67
C 1.18 0.73 0.53
C -0.83 1.82 -0.87
C 0.22 1.05 -0.16
C 1.61 -0.63 1.00
C 2.12 1.09 1.74
H -1.09 2.76 -0.59
H 1.13 -2.03 2.39
H -0.08 -0.79 2.22
H -0.53 1.89 -1.89
H -1.63 1.14 -0.83
H 0.05 -1.87 0.77



Entry 3:
Density functional theory data (ωB97M-V/def2-TZVPD) for the molecule CHCl4PS in a non-equilibrium geometry.

SMILES string	ClC=P(Cl)(Cl)SCl
gap between HOMO and LUMO (spin up / spin down)	7.1236 / 7.1226	eV
energy	-71265.5691	eV
M	217.87	g/mol
multiplicity	1
LUMO energy (spin up / spin down)	-0.051 / -0.051	Eh
ΔE to the lowest compared entry with this formula, charge and spin	215.0	kJ/mol

Atoms and positions in Å:
Cl 2.04 -0.62 1.84
Cl 3.72 1.91 0.34
Cl 1.85 -2.13 -0.98
Cl -0.15 -0.23 -2.16
S 4.38 0.23 -0.32
P 2.03 -0.41 -0.08
C 0.42 0.11 -0.57
H 0.22 1.14 -0.27



Entry 4:
Density functional theory data (ωB97M-V/def2-TZVPD) for the molecule C3H4OS in a non-equilibrium geometry.

SMILES string	CC(=S)C=O
gap between HOMO and LUMO	7.8647	eV
energy	-16055.8631	eV
M	88.13	g/mol
multiplicity	1
LUMO energy	-0.052	Eh
ΔE to the lowest compared entry with this formula, charge and spin	216.8	kJ/mol

Atoms and positions in Å:
S -1.72 -0.02 1.43
O 0.04 0.08 -1.79
C -0.88 0.03 -1.09
C 0.92 -0.08 0.45
C -0.48 0.02 0.31
H 1.44 1.01 0.53
H 1.68 -0.72 -0.22
H -2.06 -0.07 -1.23
H 1.06 -0.23 1.60



Entry 5:
Density functional theory data (ωB97M-V/def2-TZVPD) for C7H11FeO5 as an isolated structure in a non-equilibrium geometry.

⟨S²⟩	6.008
gap between HOMO and LUMO (spin up / spin down)	9.6319 / 8.9155	eV
charge	+1
energy	-52053.1019	eV
M	231.00	g/mol
multiplicity	5
LUMO energy (spin up / spin down)	-0.131 / -0.161	Eh

Atoms and positions in Å:
Fe 0.99 -0.46 -1.05
O 0.18 0.34 0.63
O -0.26 -1.94 -0.38
O 2.72 0.38 1.13
O -0.79 1.27 -2.07
O 1.72 1.29 -1.39
C -0.82 -0.35 1.33
C 0.92 2.14 -0.69
C -0.46 2.19 -1.35
C 2.12 1.40 1.36
C -0.60 -3.16 -1.05
C -1.36 -1.37 0.35
C 0.73 1.62 0.79
H -0.33 -0.84 2.18
H -1.61 0.34 1.64
H -1.41 -3.67 -0.52
H 2.59 2.27 1.86
H -1.20 2.92 -0.97
H -0.90 -2.95 -2.08
H 0.29 -3.80 -1.03
H 0.12 2.29 1.41
H -1.88 -2.17 0.89
H 1.30 3.18 -0.62
H -2.05 -0.91 -0.37



Entry 6:
Density functional theory data (ωB97M-V/def2-TZVPD) for C47H49ClGaN7O18P as an isolated structure.

gap between HOMO and LUMO	6.0045	eV
charge	-1
energy	-170994.7499	eV
M	1136.09	g/mol
multiplicity	1
LUMO energy	0.022	Eh

Atoms and positions in Å:
Ga -3.83 0.06 2.79
Cl -4.31 2.00 3.88
P -0.82 0.99 3.40
O 2.42 3.71 -1.80
O -1.34 9.56 2.24
O -5.46 -4.65 0.69
O -5.78 -6.23 -0.74
O -2.47 7.90 1.48
O -1.37 -7.43 4.25
O 4.26 5.95 1.90
O -6.04 -2.53 2.63
O 6.03 7.16 2.13
O -1.05 2.47 2.81
O 10.32 -4.24 -4.07
O 0.58 -2.24 -6.82
O -0.92 0.88 4.87
O 8.58 -5.30 -3.37
O 4.50 4.00 -2.27
O 0.76 0.90 2.95
O -1.79 -9.31 5.20
O 2.61 -2.91 -6.67
N 3.60 3.70 -1.51
N 1.70 -2.17 -6.36
N 5.01 6.84 1.56
N 9.13 -4.51 -4.11
N -1.97 -8.48 4.33
N -6.17 -5.33 -0.02
N -1.48 8.37 1.99
C -3.18 -7.86 2.28
C 0.55 5.27 2.35
C -6.15 0.82 1.08
C 4.65 7.57 0.32
C 1.80 7.14 3.23
C -2.98 -8.78 3.29
C -4.84 -9.35 1.37
C 1.98 -1.11 -5.37
C 3.96 3.29 -0.14
C 1.23 0.75 -4.09
C 1.70 5.78 2.94
C 0.95 -0.25 -5.01
C -4.12 -8.16 1.30
C -1.80 -0.08 2.44
C 0.76 7.99 2.92
C -4.35 -1.43 4.04
C 3.30 2.56 2.03
C 3.99 8.87 -1.99
C 5.14 9.23 -1.30
C 3.17 7.85 -1.52
C -5.78 -1.92 3.91
C 6.79 -2.61 -7.06
C -4.76 0.17 1.02
C -0.37 7.46 2.33
C -7.62 -5.04 -0.01
C 5.30 3.29 0.22
C 8.31 -3.84 -5.14
C 3.26 -1.01 -4.85
C 6.19 -3.48 -6.16
C 4.63 2.55 2.42
C -9.44 -3.73 0.79
C 3.51 0.00 -3.94
C 5.48 8.57 -0.13
C -8.46 -5.81 -0.79
C -8.07 -4.00 0.79
C 8.16 -2.34 -6.98
C 6.95 -4.11 -5.19
C 5.63 2.92 1.52
C 3.50 7.19 -0.34
C 2.51 0.88 -3.56
C 2.95 2.93 0.74
C -4.62 -10.25 2.40
C 8.93 -2.97 -6.01
C -0.50 6.11 2.04
C -9.81 -5.53 -0.78
C -3.68 -9.97 3.38
C -10.30 -4.50 0.01
H -11.36 -4.28 0.02
H 2.71 1.67 -2.86
H -5.18 -11.17 2.44
H 2.88 6.40 0.05
H 2.70 7.53 3.69
H -1.07 3.07 3.57
H 1.92 2.94 0.42
H 2.51 2.29 2.71
H -2.61 -6.94 2.26
H 8.62 -1.66 -7.68
H -5.30 -3.11 2.43
H 5.78 10.02 -1.68
H -1.41 5.74 1.59
H 6.05 3.59 -0.49
H -6.05 -2.63 4.70
H 6.37 8.82 0.43
H 6.67 2.93 1.82
H -4.83 -0.82 0.56
H -0.03 -0.38 -5.43
H 9.99 -2.79 -5.93
H 0.48 4.21 2.14
H -9.82 -2.93 1.40
H 2.28 7.57 -2.06
H -6.76 0.60 0.19
H -6.49 -1.08 3.98
H -1.49 -1.10 2.70
H 4.02 -1.70 -5.16
H 0.81 9.05 3.12
H 4.90 2.27 3.43
H -10.49 -6.12 -1.38
H 0.45 1.43 -3.79
H 2.52 5.12 3.18
H 3.73 9.38 -2.91
H -6.73 0.49 1.95
H 6.52 -4.80 -4.48
H -3.48 -10.65 4.19
H -4.31 -7.46 0.49
H 6.19 -2.12 -7.81
H -3.66 -2.28 3.91
H -6.07 1.91 1.16
H -7.38 -3.41 1.39
H 5.13 -3.68 -6.23
H -4.19 -1.07 5.06
H -4.12 0.78 0.36
H -5.57 -9.57 0.61
H 1.17 0.10 3.31
H -8.04 -6.60 -1.40
H -1.60 0.08 1.37
H 4.51 0.10 -3.52



Entry 7:
Density functional theory data (ωB97M-V/def2-TZVPD) for an isolated ion of composition C7H16N2O2P and charge +1 in a non-equilibrium geometry.

SMILES string	C[C@@H](O)CC1=[NH+][C@H](P(N)O)CC1
gap between HOMO and LUMO	7.5267	eV
charge	+1
energy	-23871.8309	eV
M	191.19	g/mol
multiplicity	1
LUMO energy	-0.172	Eh
ΔE to the lowest compared entry with this formula, charge and spin	53.0	kJ/mol

Atoms and positions in Å:
P -3.26 0.87 0.37
O 3.85 -0.71 -0.53
O -2.82 1.91 1.70
N -3.70 2.03 -0.96
N -0.38 0.14 0.23
C -1.77 -0.09 -0.34
C 1.77 -0.86 1.04
C 0.24 -1.06 0.46
C -0.65 -2.38 0.09
C -1.95 -1.71 -0.69
C 2.94 1.53 0.35
C 2.59 -0.01 -0.14
H 2.08 2.28 0.00
H 3.04 1.64 1.51
H 3.82 -0.80 -1.54
H -0.01 1.11 0.41
H 0.00 -3.14 -0.52
H -0.91 -2.85 1.15
H 1.74 -0.22 2.04
H -1.89 1.72 2.04
H -2.86 2.68 -0.98
H -3.58 1.46 -1.84
H 2.22 -1.93 1.23
H -3.01 -2.17 -0.51
H 3.95 1.91 -0.15
H 1.92 0.09 -1.12
H -1.75 -1.79 -1.86
H -1.63 0.35 -1.45



Which value of M does entry 5 give? 231.00 g/mol



The highest multiplicity belongs to which entry? C7H11FeO5



Which of these has the lowest M? C3H4OS